1.
Entry from the OMol25 dataset: C8H15N3O4S in the gas phase (wB97M-V/def2-TZVPD).

For the HOMO-LUMO gap, the calculation gives 0.343 Ha. The calculation puts the total energy at -32030.9708 eV. The energy above the lowest of the compared OMol25 structures with the same formula, charge and spin comes out at 5.938 eV. The structure (SMILES) is NC(=O)CC[C@H](NC(=O)[C@@H](N)CS)C(=O)O. For the lowest unoccupied orbital energy, the calculation gives 0.11 eV.

XYZ file:
```
31
Properties=species:S:1:pos:R:3:forces:R:3
N -4.415 -0.895 0.108 -2.877 -2.236 6.618
C -3.885 0.068 0.941 -2.158 -0.833 2.428
O -4.344 0.054 2.103 1.814 0.878 -1.577
C -2.965 1.212 0.435 3.512 -0.760 1.264
C -1.733 0.869 -0.525 -3.690 0.641 -4.807
C -0.808 -0.271 -0.300 4.033 2.200 3.169
N 0.613 0.110 -0.849 -4.080 0.028 -0.346
C 1.679 -0.254 -0.194 1.500 0.705 0.267
O 1.676 -1.248 0.485 -0.482 -1.907 1.453
C 2.963 0.512 -0.289 3.998 0.453 -1.241
N 2.992 2.038 -0.530 2.243 1.123 -0.032
C 3.989 0.134 0.840 -4.430 -1.064 1.980
S 4.822 -1.454 0.772 -2.537 -2.314 -1.028
C -1.358 -1.517 -0.732 -3.579 -5.729 -0.549
O -2.442 -1.557 -1.267 1.446 -0.169 -0.960
O -0.904 -2.785 -0.254 3.225 5.227 -0.146
H -4.632 -1.947 0.567 0.554 4.370 -1.145
H -4.032 -1.052 -0.696 2.703 -0.699 -5.830
H -3.534 2.064 0.177 -0.787 0.574 -1.251
H -2.351 1.677 1.223 -1.030 -0.701 1.063
H -1.167 1.682 -1.049 -0.608 0.164 1.623
H -2.365 0.592 -1.471 1.424 0.038 1.186
H -0.630 -0.422 0.850 -0.159 0.283 -1.823
H 0.631 0.880 -1.481 0.133 0.616 -0.199
H 3.606 -0.036 -1.152 -1.909 1.604 1.002
H 4.075 2.403 -0.717 -3.803 -1.658 0.585
H 2.639 2.764 0.195 0.538 -2.488 -1.092
H 4.773 0.697 0.539 2.421 2.519 0.196
H 3.463 0.347 1.871 1.562 -0.208 -1.812
H 3.634 -2.296 0.349 2.426 1.654 1.038
H 0.012 -2.369 0.054 -1.404 -2.309 -0.033
```
Forces are in eV/Å.

Results of the Löwdin charge analysis, in e, for atoms 1 through 4: 0.1517, -0.4745, 0.0023, -0.0529

***

2.
Entry from the OMol25 dataset: an isolated ion of composition C8H15N4 and charge +1 (wB97M-V/def2-TZVPD).

For the HOMO-LUMO gap, the calculation gives 0.362 Ha. The calculation puts the total energy at -14492.0890 eV. As for the charge: +1. The energy above the lowest of the compared OMol25 structures with the same formula, charge and spin comes out at 0.505 eV. The structure (SMILES) is CC1([C@@]2(N)C=CNC(=[NH2+])N2)CC1. For the lowest unoccupied orbital energy, the calculation gives -3.13 eV.

XYZ file:
```
27
Properties=species:S:1:pos:R:3:forces:R:3
C 1.185 -1.984 1.093 1.497 1.168 -0.100
C 0.627 -0.524 0.990 -1.242 -2.866 -0.461
C 0.298 -0.105 -0.546 1.287 0.374 1.906
N 1.643 0.234 -1.041 -0.367 -1.135 0.937
C -0.592 -1.110 -1.274 0.345 2.305 0.058
C -1.598 -0.581 -1.984 0.124 -5.388 -0.274
N -1.941 0.684 -2.225 0.348 2.863 -0.396
C -1.267 1.588 -1.504 0.191 0.260 2.018
N -1.570 2.874 -1.554 0.841 1.002 0.674
N -0.446 1.172 -0.514 0.029 0.975 -0.599
C 1.038 0.328 2.166 -0.570 -1.169 -2.109
C -0.373 -0.242 2.077 2.541 -0.205 0.234
H 0.713 -2.618 0.369 0.154 -0.413 -0.596
H 0.889 -2.441 2.039 0.354 0.307 0.132
H 2.348 -1.997 1.001 -2.049 -0.200 0.066
H 1.804 0.378 -2.018 -0.438 -0.125 -0.720
H 2.183 -0.574 -0.739 0.619 0.408 -0.268
H -0.369 -2.170 -1.278 -0.322 0.255 0.124
H -2.269 -1.310 -2.411 -0.123 0.044 -0.460
H -2.482 0.952 -3.059 0.350 -0.279 0.906
H -2.019 3.262 -2.339 -0.740 0.387 -0.848
H -1.074 3.551 -0.966 -0.278 -0.587 -0.463
H 0.081 1.925 -0.018 -0.663 -0.964 -0.693
H 1.138 1.296 1.811 0.443 2.161 0.324
H 1.855 -0.125 2.686 0.060 0.132 0.685
H -0.595 -0.946 2.842 -0.561 -0.621 0.057
H -1.042 0.503 1.840 -1.830 1.310 -0.135
```
Forces are in eV/Å.

Results of the Löwdin charge analysis, in e, for atoms 1 through 4: -0.0290, -0.3953, -0.3987, 0.1180

***

3.
Entry from the OMol25 dataset: C8H15NO2S in the gas phase (wB97M-V/def2-TZVPD).

For the HOMO-LUMO gap, the calculation gives 0.347 Ha. The calculation puts the total energy at -24954.7676 eV. The energy above the lowest of the compared OMol25 structures with the same formula, charge and spin comes out at 4.181 eV. The structure (SMILES) is O=[N+]([O-])C[C@@H](S)C1CCCCC1. For the lowest unoccupied orbital energy, the calculation gives 0.20 eV.

XYZ file:
```
27
Properties=species:S:1:pos:R:3:forces:R:3
O -1.901 3.504 0.761 -0.580 0.513 -0.439
N -1.414 2.816 1.623 0.361 -0.082 -0.712
O -1.025 3.221 2.678 -0.048 0.836 1.828
C -1.127 1.420 1.254 1.552 -0.192 0.645
C 0.430 1.384 0.882 -1.966 -4.397 2.657
S 1.320 1.235 2.532 -0.818 0.741 -0.017
C 0.661 0.162 -0.057 0.009 -1.212 0.368
C 0.010 -1.128 0.549 1.182 -0.449 -2.182
C 0.710 -2.357 -0.056 -3.047 1.772 -3.310
C 0.177 -2.290 -1.516 -0.090 0.647 -2.565
C 0.498 -0.942 -2.261 -1.244 -0.384 -0.491
C 0.003 0.267 -1.466 2.019 -1.284 1.629
H -1.330 0.729 2.178 0.104 1.193 -2.236
H -1.677 1.413 0.331 -0.583 -1.270 -0.094
H 0.810 2.183 0.423 0.842 3.604 -1.746
H 0.434 2.121 3.213 1.267 -1.140 -0.897
H 1.823 -0.080 -0.199 -2.429 0.875 0.376
H -1.082 -1.220 0.375 0.614 0.273 -0.103
H 0.157 -1.120 1.543 0.432 0.074 3.743
H 0.438 -3.296 0.263 -1.082 -2.003 1.477
H 1.725 -2.419 -0.162 2.950 0.750 0.504
H 0.492 -3.058 -2.300 -0.480 0.363 1.573
H -0.885 -2.161 -1.497 -1.036 -1.217 0.250
H 1.544 -1.120 -2.435 0.831 1.446 -0.220
H -0.027 -0.752 -3.257 0.725 -1.299 0.943
H 0.306 1.134 -1.918 1.045 2.370 -1.386
H -1.071 0.353 -1.480 -0.531 -0.525 0.404
```
Forces are in eV/Å.

Results of the Löwdin charge analysis, in e, for atoms 1 through 4: 0.0898, -0.4427, 0.0358, -0.0933

***

4.
Entry from the OMol25 dataset: a 2-piece molecular cluster, C8H15NO4 overall (wB97M-V/def2-TZVPD).

For the HOMO-LUMO gap, the calculation gives 0.391 Ha. The calculation puts the total energy at -18216.2850 eV. The energy above the lowest of the compared OMol25 structures with the same formula, charge and spin comes out at 3.539 eV. The structure (SMILES) is NC(=O)OC[C@H]1CO1.C1CCOC1. For the lowest unoccupied orbital energy, the calculation gives 0.71 eV.

XYZ file:
```
28
Properties=species:S:1:pos:R:3:forces:R:3
N -3.234 3.215 -2.075 0.164 -0.554 0.907
C -3.247 3.265 -0.641 -0.331 -1.091 -0.623
O -3.460 4.247 -0.042 -0.211 1.595 0.880
O -3.050 2.065 0.048 0.699 0.868 -0.661
C -1.673 1.707 -0.033 0.331 -3.195 -0.750
C -1.627 0.150 -0.395 -1.973 -0.074 1.692
C -2.792 -0.687 0.240 1.097 1.185 -3.231
O -2.680 -0.321 -1.229 1.911 -0.573 0.368
H -3.581 2.300 -2.363 0.486 0.020 -0.094
H -2.259 3.328 -2.351 -0.363 0.021 -0.419
H -1.122 2.199 -0.851 -0.250 0.315 0.542
H -1.169 1.771 0.945 -0.205 0.516 -0.396
H -0.604 -0.351 -0.465 -1.497 0.735 0.040
H -3.781 -0.231 0.323 0.560 -0.174 1.786
H -2.565 -1.738 0.444 -0.407 0.388 -0.028
C 3.374 -2.501 0.417 0.086 -0.048 -0.256
C 3.699 -1.193 1.118 0.031 0.011 0.271
C 2.575 -0.292 0.637 -0.075 0.150 -0.199
O 1.436 -1.136 0.411 0.269 -0.077 0.032
C 1.856 -2.507 0.454 -0.195 -0.072 0.163
H 3.814 -3.377 0.894 -0.038 0.016 0.004
H 3.724 -2.465 -0.618 -0.009 -0.035 0.026
H 3.634 -1.327 2.201 0.021 0.034 -0.023
H 4.688 -0.801 0.883 -0.037 0.009 -0.017
H 2.830 0.190 -0.313 0.068 0.046 0.041
H 2.318 0.482 1.362 -0.095 -0.030 -0.030
H 1.483 -2.945 1.385 0.027 -0.074 -0.027
H 1.417 -3.049 -0.385 -0.066 0.087 0.003
```
Forces are in eV/Å.

Results of the Löwdin charge analysis, in e, for atoms 1 through 4: 0.1402, -0.5763, 0.1716, -0.0407